Entry 1:
The following is a DFT calculation (ωB97M-V/def2-TZVPD) of a molecular structure, C33H32F3N6O2S4SiSn.

Results
HOMO (eV): -4.0621
ΔE to the lowest compared entry with this formula, charge and spin (kcal per mole): 35.6
Charge: -1
Energy (Ha): -4152.02499
Gap between HOMO and LUMO (eV): 6.128
E_LUMO (eV): 2.07
Maximum force (eV/A): 1.9

Geometry as XYZ:
```
82
Properties=species:S:1:pos:R:3:lowdin_charge:R:1
Sn -1.181 0.634 0.410 1.124
C -3.559 -2.792 -4.078 -0.552
C -4.458 -2.653 -2.859 -0.523
S -3.847 -1.425 -1.625 0.859
C -3.598 -2.502 -0.191 -0.543
C -2.531 -3.551 -0.399 -0.515
S -0.856 -2.809 -0.446 0.826
C -0.185 -3.522 -1.990 -0.512
C -0.795 -2.961 -3.264 -0.512
S -2.187 -3.984 -3.894 0.845
H -3.130 -1.833 -4.361 0.067
H -4.137 -3.189 -4.913 0.058
H -4.577 -3.610 -2.356 0.064
H -5.441 -2.302 -3.178 0.062
H -4.557 -2.966 0.051 0.085
H -3.317 -1.822 0.613 0.039
H -2.664 -4.091 -1.334 0.019
H -2.546 -4.261 0.430 0.074
H -0.291 -4.607 -1.950 0.072
H 0.875 -3.269 -1.940 0.034
H -0.045 -2.948 -4.059 0.060
H -1.177 -1.954 -3.106 0.059
N -3.854 4.420 1.208 0.050
C -3.556 3.521 0.260 -0.155
N -2.298 3.169 0.373 0.057
C -1.853 3.878 1.444 -0.344
N -2.780 4.660 1.964 0.125
C -0.550 3.695 2.033 -0.199
C 0.029 4.671 2.846 -0.070
N 1.151 4.461 3.505 0.091
C 1.700 3.254 3.369 -0.083
C 1.154 2.288 2.540 -0.097
N 0.045 2.511 1.850 0.060
H -4.746 4.825 1.449 0.163
H -4.254 3.153 -0.464 0.130
H -0.448 5.634 2.963 0.112
H 2.589 3.060 3.955 0.111
H 1.600 1.316 2.418 0.079
C 3.582 -2.879 -3.553 -0.111
C 3.645 -3.187 -2.204 -0.102
C 3.082 -2.333 -1.272 -0.121
C 2.476 -1.135 -1.646 -0.308
C 2.416 -0.856 -3.011 -0.121
C 2.958 -1.710 -3.955 -0.107
Si 1.696 0.063 -0.345 0.668
C 2.643 1.703 -0.803 -0.296
C 3.964 1.761 -1.239 -0.111
C 4.562 2.963 -1.579 -0.100
C 3.841 4.144 -1.509 -0.109
C 2.523 4.113 -1.085 -0.096
C 1.946 2.905 -0.745 -0.137
C 2.463 -0.620 1.290 -0.341
C 3.509 -0.010 1.975 -0.133
C 3.877 -0.422 3.245 -0.104
C 3.198 -1.459 3.864 -0.101
C 2.161 -2.087 3.197 -0.098
C 1.805 -1.672 1.928 -0.160
H 4.041 -3.533 -4.282 0.092
H 4.142 -4.094 -1.880 0.099
H 3.129 -2.592 -0.224 0.092
H 1.942 0.061 -3.339 0.102
H 2.892 -1.473 -5.011 0.097
H 4.533 0.846 -1.318 0.102
H 5.596 2.987 -1.903 0.095
H 4.296 5.082 -1.795 0.092
H 1.951 5.031 -1.021 0.098
H 0.911 2.891 -0.424 0.056
H 4.035 0.815 1.508 0.094
H 4.684 0.080 3.764 0.094
H 3.475 -1.774 4.861 0.096
H 1.607 -2.880 3.681 0.102
H 0.984 -2.156 1.419 0.033
F -3.529 1.663 3.171 0.109
C -4.528 0.842 2.773 -0.529
F -4.203 -0.395 3.182 0.127
F -5.613 1.209 3.480 0.121
C -4.708 0.955 1.201 -0.649
O -5.664 1.597 0.805 0.026
O -3.784 0.404 0.586 -0.249
S -0.647 -0.354 5.083 0.589
C -0.780 -0.308 3.518 -1.005
N -0.838 -0.284 2.337 -0.115
```

Entry 2:
The following is a DFT calculation (ωB97M-V/def2-TZVPD) of a molecular structure, C33H32N3O8PS2Zr.

Results
HOMO (eV): -7.9376
ΔE to the lowest compared entry with this formula, charge and spin (kcal per mole): 0.2
Energy (Ha): -3227.91099
Gap between HOMO and LUMO (eV): 7.460
E_LUMO (eV): -0.48
Maximum force (eV/A): 0.4

Geometry as XYZ:
```
80
Properties=species:S:1:pos:R:3:lowdin_charge:R:1
Zr 0.131 0.090 -0.260 1.614
O 1.174 3.064 -5.717 0.162
C 0.981 2.496 -4.682 -0.226
C 1.875 1.399 -4.062 -0.259
O 2.911 0.979 -4.511 0.136
C 1.182 1.030 -2.817 -0.293
C 0.087 1.828 -2.614 -0.267
O -0.610 1.634 -1.508 -0.248
C -0.189 2.728 -3.712 -0.275
O -1.135 3.471 -3.861 0.106
O 1.471 0.133 -1.921 -0.220
C -1.192 -0.286 4.162 -0.044
C -0.668 0.849 4.765 -0.044
C 0.127 1.698 4.025 0.000
C 0.397 1.412 2.686 -0.212
N -0.139 0.317 2.103 -0.028
C -0.908 -0.505 2.833 -0.171
C 1.295 2.215 1.834 -0.221
C 1.993 3.309 2.351 -0.039
C 2.916 3.974 1.568 -0.081
C 3.148 3.534 0.270 -0.073
C 2.439 2.455 -0.236 -0.108
C 1.481 1.766 0.518 -0.224
H -1.816 -0.983 4.703 0.109
H -0.876 1.067 5.805 0.113
H 0.545 2.582 4.481 0.104
H -1.300 -1.366 2.315 0.074
H 1.835 3.646 3.367 0.097
H 3.460 4.821 1.968 0.102
H 3.885 4.034 -0.348 0.106
H 2.665 2.132 -1.244 0.091
C 3.747 -1.367 -0.771 -0.243
P 2.572 -1.100 0.588 0.823
C 3.569 -0.217 1.837 -0.243
C 2.454 -2.749 1.358 -0.257
H 4.659 -1.834 -0.397 0.050
H 3.980 -0.420 -1.255 0.044
H 3.279 -2.010 -1.516 0.054
H 4.454 -0.804 2.085 0.049
H 2.974 -0.074 2.740 0.045
H 3.869 0.763 1.468 0.039
H 3.445 -3.097 1.658 0.049
H 2.013 -3.451 0.653 0.023
H 1.809 -2.698 2.236 0.044
C -6.131 -5.096 -0.796 -0.050
C -4.751 -4.499 -0.787 -0.283
C -4.006 -4.429 0.385 -0.045
C -2.739 -3.866 0.395 -0.045
C -2.213 -3.372 -0.785 -0.292
C -2.933 -3.430 -1.971 -0.039
C -4.197 -3.992 -1.963 -0.031
S -0.582 -2.723 -0.834 0.484
O -0.569 -1.626 -1.821 -0.386
O -0.356 -2.029 0.481 -0.534
O 0.316 -3.811 -1.069 -0.255
H -6.417 -5.449 0.195 0.075
H -6.180 -5.943 -1.482 0.084
H -6.873 -4.368 -1.128 0.084
H -4.425 -4.816 1.307 0.115
H -2.167 -3.805 1.312 0.118
H -2.510 -3.023 -2.880 0.122
H -4.767 -4.033 -2.884 0.120
N -3.248 2.041 -1.404 0.145
C -3.689 1.127 -0.558 -0.745
S -2.661 0.054 0.279 0.775
N -5.023 1.077 -0.344 0.050
C -5.704 0.269 0.616 -0.280
C -6.398 0.909 1.633 -0.024
C -7.109 0.164 2.561 -0.080
C -7.110 -1.220 2.480 -0.084
C -6.408 -1.854 1.464 -0.068
C -5.708 -1.116 0.522 -0.037
H -2.240 2.076 -1.595 0.055
H -3.877 2.603 -1.953 0.124
H -5.578 1.793 -0.786 0.151
H -6.370 1.990 1.697 0.116
H -7.653 0.665 3.351 0.104
H -7.659 -1.806 3.206 0.103
H -6.408 -2.934 1.400 0.092
H -5.158 -1.606 -0.271 0.101
```

Entry 3:
The following is a DFT calculation (ωB97M-V/def2-TZVPD) of a molecular structure, C33H32N4O4.

Results
HOMO (eV): -7.9175
Energy (Ha): -1795.66582
Gap between HOMO and LUMO (eV): 7.592
E_LUMO (eV): -0.33
Maximum force (eV/A): 19.9

Geometry as XYZ:
```
73
Properties=species:S:1:pos:R:3:lowdin_charge:R:1
O -0.081 2.506 -2.200 0.094
C -0.379 1.506 -1.633 -0.542
N 0.123 1.149 -0.514 0.069
C -0.090 0.011 0.176 -0.148
H 0.137 0.306 1.247 0.156
C -1.448 -0.268 -0.029 -0.473
N -1.548 -0.558 -1.370 0.049
C -2.704 -1.288 -2.129 -0.266
O -2.964 -1.274 -3.309 0.086
C -3.268 -2.334 -1.024 -0.104
C -2.277 -2.782 -0.090 -0.083
N -2.008 -1.366 0.559 0.030
C -2.154 -1.120 2.163 -0.279
O -2.481 -2.407 2.718 -0.166
N -1.931 -0.014 2.623 0.201
H -1.868 0.653 2.192 -0.036
C -2.156 0.138 4.253 0.017
C -3.481 0.669 4.356 -0.175
C -4.860 -0.088 3.991 -0.031
C -5.906 0.397 4.193 -0.138
C -6.076 1.907 4.490 0.016
C -4.823 2.412 4.787 -0.185
C -3.709 1.897 4.641 -0.196
H -2.707 2.447 4.920 0.170
H -5.194 3.676 4.884 0.188
H -7.143 2.271 4.696 0.128
H -6.784 0.054 4.092 0.044
H -4.707 -1.179 3.639 0.148
H -1.302 0.639 4.587 0.099
H -2.161 -0.954 4.639 0.155
H -2.726 -3.369 0.705 0.119
H -1.333 -2.921 -0.417 0.072
H -3.520 -3.323 -1.619 0.157
H -4.124 -1.868 -0.606 0.110
C -1.035 0.468 -2.369 -0.195
H -1.966 0.776 -3.048 0.191
C -0.284 -0.179 -3.524 0.032
C 0.927 -1.389 -2.649 -0.212
C 0.526 -2.539 -2.491 -0.135
C 1.517 -3.449 -1.880 0.049
C 2.698 -2.853 -1.256 -0.504
C 3.187 -1.700 -1.771 0.054
C 2.199 -0.684 -2.465 0.095
H 2.461 0.395 -2.650 0.099
H 4.016 -1.088 -1.660 0.063
O 3.483 -3.479 -0.647 0.179
H 3.241 -4.375 -0.472 0.139
H 1.135 -4.250 -1.361 0.064
H -0.536 -2.894 -2.851 0.160
H -0.743 -0.964 -4.162 0.101
H 0.232 0.475 -4.079 0.049
H -2.156 0.642 0.135 0.201
H 0.315 -0.853 -0.231 0.129
C 1.167 2.135 0.310 0.018
C 2.555 1.632 0.415 -0.017
C 2.998 0.754 1.435 -0.106
C 4.310 0.580 1.465 -0.124
C 5.290 0.673 0.470 -0.007
C 4.785 1.349 -0.704 -0.440
C 5.766 1.462 -1.449 0.061
C 5.354 2.463 -2.799 0.036
C 4.099 2.763 -2.888 -0.214
C 3.103 2.655 -2.007 0.046
C 3.685 1.865 -0.810 -0.040
H 2.202 3.021 -2.040 0.032
H 3.832 3.382 -3.782 0.132
H 6.188 2.559 -3.516 0.096
H 6.733 1.119 -1.554 0.086
H 6.389 0.355 0.587 0.149
H 4.661 -0.404 2.582 0.202
H 2.239 0.625 2.178 0.101
H 1.064 3.037 -0.272 0.118
H 0.819 2.322 1.128 0.021
```